{
  "formula": "C26H33N7",
  "method": "ωB97M-V/def2-TZVPD",
  "elements": ["C", "C", "N", "H", "H", "H", "N", "C", "C", "C", "C", "H", "H", "H", "H", "H", "N", "C", "C", "C", "C", "H", "H", "H", "H", "H", "N", "C", "C", "C", "C", "H", "H", "H", "H", "H", "N", "C", "C", "C", "C", "H", "H", "H", "H", "H", "N", "C", "C", "C", "C", "H", "H", "H", "H", "H", "N", "C", "C", "C", "C", "H", "H", "H", "H", "H"],
  "xyz": [[0.00, 6.26, 1.18], [0.69, 5.02, 1.05], [1.26, 4.03, 0.95], [-0.59, 6.42, 0.28], [0.72, 7.08, 1.21], [-0.58, 6.31, 2.11], [-2.03, -1.75, -4.79], [-3.08, -0.90, -5.00], [-4.11, -1.70, -5.47], [-3.73, -3.07, -5.39], [-2.36, -3.01, -5.02], [-1.17, -1.40, -4.40], [-2.90, 0.16, -4.90], [-5.12, -1.36, -5.69], [-4.19, -3.96, -5.78], [-1.57, -3.74, -4.93], [-0.03, 1.08, 0.45], [1.17, 0.51, 0.41], [1.07, -0.57, -0.43], [-0.19, -0.50, -1.13], [-0.85, 0.62, -0.55], [-0.21, 1.91, 1.00], [1.96, 0.88, 1.05], [1.82, -1.35, -0.44], [-0.50, -1.06, -2.00], [-1.80, 1.07, -0.81], [-4.29, -1.09, -2.20], [-4.45, 0.22, -1.96], [-4.60, 0.32, -0.60], [-4.59, -0.95, -0.03], [-4.39, -1.87, -1.05], [-4.24, -1.43, -3.15], [-4.55, 0.92, -2.77], [-4.68, 1.29, -0.13], [-4.67, -1.30, 0.99], [-4.41, -2.95, -1.16], [4.60, 2.79, 2.39], [5.64, 3.56, 1.97], [6.64, 3.36, 2.92], [6.15, 2.56, 3.92], [4.89, 2.20, 3.58], [3.76, 2.61, 1.86], [5.63, 4.09, 1.04], [7.66, 3.72, 2.83], [6.69, 2.12, 4.74], [4.31, 1.38, 3.98], [1.07, -4.85, -2.98], [1.05, -4.31, -1.76], [-0.30, -4.18, -1.30], [-1.08, -4.84, -2.33], [-0.19, -5.22, -3.33], [1.97, -5.07, -3.38], [1.99, -3.99, -1.34], [-0.56, -3.61, -0.42], [-2.16, -4.83, -2.37], [-0.26, -5.71, -4.29], [0.43, 0.23, 4.86], [1.38, -0.27, 5.81], [2.34, 0.71, 6.05], [2.04, 1.91, 5.25], [0.87, 1.49, 4.47], [-0.50, -0.16, 4.80], [1.09, -1.14, 6.37], [3.17, 0.55, 6.72], [2.72, 2.74, 5.16], [0.17, 2.05, 3.87]],
  "lowdin_charge": [-0.40, -0.44, 0.13, 0.04, 0.05, 0.03, 0.01, -0.16, -0.14, -0.08, -0.15, 0.15, 0.11, 0.09, 0.08, 0.09, 0.00, -0.18, -0.14, -0.10, -0.12, 0.09, 0.09, 0.07, 0.06, 0.08, 0.00, -0.16, -0.16, -0.12, -0.10, 0.08, 0.11, 0.08, 0.08, 0.10, 0.03, -0.13, -0.14, -0.14, -0.16, 0.13, 0.10, 0.08, 0.09, 0.10, -0.02, -0.16, -0.06, -0.11, -0.18, 0.15, 0.10, 0.08, 0.08, 0.10, 0.00, -0.15, -0.14, -0.09, -0.14, 0.13, 0.08, 0.08, 0.07, 0.07],
  "energy_ev": -37923.57206,
  "homo_energy_ev": [0.6, -5.5],
  "charge": -1,
  "largest_force_ev_per_a": 4.41,
  "homo_lumo_gap_ev": [1.582, 7.677],
  "mol_weight_g_mol": 443.6,
  "multiplicity": 2
}